A cluster of 3 separate species, C14H38N8O5P2 in total in a non-equilibrium geometry, computed with ωB97M-V/def2-TZVPD.

Geometry (Å):
O1 3.0702 -5.0688 2.7085
C1 2.3705 -4.1389 2.5858
N1 1.6078 -3.1848 2.4570
N2 0.3559 -3.4800 1.7871
C2 -0.6056 -4.0687 2.6547
O2 -1.2796 -3.4206 3.3730
O3 -0.7598 -5.4201 2.5730
H1 0.4887 -3.9813 0.9149
H2 0.1012 -5.8557 2.5719
O4 -0.1472 -2.2510 -1.2149
P1 -0.3951 -1.4970 -2.4657
N3 -1.9715 -0.9045 -2.2480
C3 -2.8930 -0.5106 -3.2939
C4 -2.2093 -0.1829 -0.9957
N4 -0.3792 -2.7591 -3.6281
C5 -1.3813 -2.9187 -4.6607
C6 0.1077 -4.0549 -3.1790
N5 0.1535 -0.3381 -3.5961
C7 1.4595 -0.6522 -4.2171
C8 0.2913 0.9953 -2.9615
H3 -2.5986 0.4016 -3.8329
H4 -3.8720 -0.3226 -2.8503
H5 -3.0518 -1.2979 -4.0215
H6 -1.8494 0.8504 -1.0177
H7 -1.7135 -0.6849 -0.1673
H8 -3.2771 -0.1684 -0.7691
H9 -2.3317 -3.2997 -4.2646
H10 -1.0258 -3.6288 -5.4128
H11 -1.5537 -1.9840 -5.1926
H12 -0.6507 -4.6185 -2.6194
H13 0.9842 -3.9453 -2.5461
H14 0.4062 -4.6507 -4.0456
H15 2.2545 -0.7786 -3.4751
H16 1.7374 0.1622 -4.8865
H17 1.3985 -1.5556 -4.8160
H18 0.9365 0.9593 -2.0801
H19 -0.6771 1.3830 -2.6523
H20 0.7021 1.7183 -3.6655
O5 -0.0570 1.8786 0.3459
P2 0.5183 2.3321 1.6344
N6 -0.1938 1.2734 2.7566
C9 -0.3895 1.5217 4.1711
C10 -0.0514 -0.1551 2.4565
N7 -0.1559 3.9005 1.7519
C11 -0.7926 4.4186 2.9452
C12 -0.7979 4.4276 0.5545
N8 1.8920 2.7785 2.5540
C13 2.6780 3.8950 1.9783
C14 2.8396 1.6531 2.7410
H21 0.5413 1.5526 4.7560
H22 -1.0071 0.7249 4.5874
H23 -0.9366 2.4390 4.3560
H24 0.9303 -0.5567 2.7389
H25 -0.1901 -0.3416 1.3928
H26 -0.8126 -0.7332 2.9813
H27 -1.7859 3.9818 3.1103
H28 -0.9156 5.5014 2.8561
H29 -0.1714 4.2614 3.8262
H30 -1.8116 4.0322 0.4127
H31 -0.2181 4.1972 -0.3348
H32 -0.8609 5.5164 0.6279
H33 3.0361 3.6753 0.9676
H34 3.5404 4.0869 2.6171
H35 2.0910 4.8071 1.9464
H36 3.1651 1.2149 1.7927
H37 2.3929 0.8675 3.3481
H38 3.7201 2.0020 3.2784

Atomic forces in eV per Å
-0.2536 1.0760 0.0119
0.0009 -1.0285 -0.0900
0.1633 -0.2060 -0.0020
0.0784 0.0235 -0.1612
0.2896 -0.1098 -0.1445
-0.5445 0.4620 0.6166
0.0444 -0.0358 0.0647
0.1881 0.0392 0.0249
-0.0035 -0.0646 -0.3521
2.1775 1.4795 0.7861
-4.0420 -2.3297 -2.7606
0.0950 0.1182 0.3761
0.0530 0.3131 -0.3060
-0.0031 -0.1323 0.3109
0.0890 -0.2035 0.2058
0.1756 0.2318 -0.3316
-0.0456 -0.0804 0.1979
1.8630 0.3528 1.6874
-0.0236 -0.1543 -0.3228
-0.3740 0.2990 0.0584
0.0297 -0.0086 0.0241
0.0701 0.0394 0.1367
0.1010 0.0337 -0.0064
-0.0749 -0.0025 0.0239
0.0708 -0.0152 -0.0879
-0.0282 -0.0723 -0.1058
-0.0165 0.0063 -0.0529
0.0416 -0.0623 0.0830
-0.0255 0.0399 0.0957
0.0379 -0.0362 -0.0003
-0.0535 0.0360 0.0619
-0.0778 0.0614 -0.0672
0.0465 0.0868 -0.0223
-0.0477 0.0931 0.0932
-0.1100 -0.0770 0.1125
0.0247 0.1601 0.0031
-0.0237 -0.1296 0.0592
0.0566 -0.1591 -0.1321
2.6040 -0.7144 -1.1657
-4.1331 1.8758 3.2248
0.1770 -0.3241 -0.2646
0.2843 0.0908 0.2847
-0.1205 -0.1177 -0.3150
-0.1645 0.0411 -0.2589
0.3471 0.1823 0.2066
-0.1104 -0.1150 -0.1169
1.4398 -0.8433 -2.1298
-0.0795 0.3353 0.1508
-0.2023 -0.2514 0.4477
0.0101 0.0004 -0.0311
0.0577 -0.1060 -0.1152
0.0953 0.0412 -0.0480
-0.0905 -0.0383 0.0771
0.0860 0.0826 -0.0037
-0.0041 0.0753 0.0498
0.0002 0.0275 0.0479
-0.0300 -0.0123 -0.1050
-0.0081 -0.1150 -0.0208
-0.0035 0.0259 -0.0439
-0.0293 -0.0923 0.0077
-0.0005 -0.0074 0.1255
0.0934 -0.0109 0.0254
0.0202 -0.1341 0.0175
-0.1452 -0.0885 -0.0405
0.0875 0.0312 0.0036
-0.1161 0.0188 -0.0713
-0.0144 0.0986 -0.0270

Properties
Maximum force = 5.568 eV/Å
HOMO level = -8.3 eV
SMILES = CN(C)P(=O)(N(C)C)N(C)C.CN(C)P(=O)(N(C)C)N(C)C.O=C=NNC(=O)O
Molar mass = 460.46 g mol⁻¹



A structure of composition C14H38NO8Sr2 in a non-equilibrium geometry, computed with ωB97M-V/def2-TZVPD.

Geometry (Å):
Sr1 -2.5118 1.1410 4.1013
Sr2 -4.7942 0.7406 0.1730
C1 -1.0843 -1.6741 1.0027
C2 -1.5754 -0.5051 1.7685
O1 -2.6351 0.2106 1.4749
O2 -0.8225 -0.0980 2.6776
H1 -1.2149 -2.5298 1.6814
H2 -0.0100 -1.6266 0.8385
H3 -1.5945 -1.9518 0.0835
C3 2.6222 -0.1659 3.5123
O3 2.0704 0.6547 2.4713
H4 3.2716 -0.9345 3.0801
H5 3.1993 0.4132 4.2248
H6 1.8298 -0.7422 4.0052
H7 1.1560 0.3970 2.3462
C4 -0.9134 -2.8601 4.6392
O4 -0.5458 -2.1592 5.8162
H8 -1.2739 -3.8725 4.8268
H9 -1.6960 -2.2580 4.1818
H10 -0.0645 -2.9280 3.9476
H11 -0.1946 -2.7899 6.4531
C5 -1.8864 3.4319 0.8910
O5 -2.0473 3.4601 2.3106
H12 -2.5999 2.7038 0.4718
H13 -2.0942 4.4088 0.4590
H14 -0.9092 3.0609 0.5874
H15 -1.3592 3.9823 2.7414
O6 -3.9293 -1.0898 3.9844
H16 -4.4963 -1.2243 4.7628
H17 -4.5133 -1.3074 3.2508
O7 -2.5278 -5.3157 2.1193
H18 -2.4177 -6.0323 1.4835
H19 -1.7544 -4.7625 1.9816
C6 -0.9594 0.7494 -4.4873
C7 0.4712 0.5210 -3.9846
C8 1.4018 1.5485 -4.6310
C9 2.7392 1.6814 -3.9636
C10 2.6164 1.9608 -2.4685
C11 1.6546 1.0540 -1.7138
N1 0.4701 0.7544 -2.5323
O8 -0.4560 -0.0555 -1.8510
C12 2.3636 -0.2528 -1.3158
C13 1.1805 1.7414 -0.4501
C14 0.9219 -0.9027 -4.3471
H20 -1.5740 -0.1011 -4.1688
H21 -0.9923 0.7337 -5.5748
H22 -1.3900 1.6419 -4.0368
H23 1.4667 1.2663 -5.6876
H24 0.8837 2.5135 -4.6893
H25 3.3021 2.4926 -4.4358
H26 3.3995 0.8443 -4.2132
H27 2.4524 3.0169 -2.2472
H28 3.6204 1.7547 -2.0797
H29 2.8087 -0.7475 -2.1790
H30 3.1092 -0.0886 -0.5391
H31 1.6301 -0.9537 -0.9017
H32 0.5651 2.6062 -0.7233
H33 0.6261 1.0840 0.2245
H34 2.0171 2.1475 0.1234
H35 2.0050 -0.9677 -4.4760
H36 0.5151 -1.1867 -5.3181
H37 0.6800 -1.6642 -3.5994
H38 -0.2122 -0.9692 -2.0828

Atomic forces in eV per Å
1.3728 -0.3618 -0.7655
1.5554 -0.2948 -0.1758
-0.6045 -1.2658 0.0275
1.7025 1.3276 -0.4764
-2.1344 -0.2849 -0.1379
-1.3224 0.1962 0.6969
0.0302 0.0811 -0.0308
-0.0065 0.3861 -0.0138
-0.1195 0.4268 -0.0415
-0.2665 -0.8689 -0.5265
0.1984 0.1545 0.3446
0.1491 0.2598 -0.0527
-0.1244 0.2124 0.0109
0.0351 0.3209 0.2869
0.0460 -0.1063 0.0206
0.4011 0.0318 -0.0534
-0.2068 0.0086 0.0488
-0.1527 0.0891 0.0751
-0.1572 -0.2277 -0.2377
-0.0624 0.0259 0.0074
0.0986 0.1220 0.0761
0.1997 0.0602 -0.3031
-0.4801 -0.9920 0.9042
-0.0773 0.0791 0.2396
0.0580 0.0169 0.0067
0.0583 0.1152 0.0944
0.0919 0.2763 -0.4559
-0.4426 0.9944 0.3269
0.1966 -0.3969 0.0784
0.1706 -0.4160 -0.0536
-0.0565 0.3317 -0.1354
-0.0692 -0.1200 0.0964
0.1569 -0.1821 0.0344
-0.0618 -0.9137 0.4278
0.0679 -0.1346 0.3531
-0.8307 0.1453 -0.6887
0.4736 0.4120 -0.5179
1.0928 -0.2564 -0.2026
0.0024 -1.2622 0.0921
-0.4368 1.6850 -0.2350
-0.0713 -0.5144 0.0246
-0.2221 -0.2099 -0.0143
0.0265 0.8204 0.3775
0.5783 -0.0166 -0.3457
-0.0550 0.0841 -0.0354
0.0270 0.3688 -0.0275
0.1057 0.2393 -0.3055
0.3280 -0.1138 0.0943
0.0547 0.0196 0.4126
-0.2317 0.1946 0.1438
-0.3098 -0.3536 0.4883
-0.4025 -0.0049 -0.2575
-0.1688 0.1492 0.3318
0.1896 0.1062 0.0331
0.1118 0.0507 -0.1036
0.0610 0.0128 0.0671
-0.0608 -0.1383 -0.1009
-0.0665 -0.0771 -0.1629
0.0954 -0.2340 -0.0466
-0.0040 0.1265 0.1591
-0.1933 -0.1707 0.1404
-0.2793 -0.0211 -0.1364
-0.0584 0.0072 0.1187

Properties
Maximum force = 2.211 eV/Å
HOMO level = -14.3 eV
Charge = +3
Molar mass = 523.70 g mol⁻¹



A cluster of 5 separate species, C14H38O4 in total in a non-equilibrium geometry, computed with ωB97M-V/def2-TZVPD.

Geometry (Å):
C1 -3.0233 0.7109 0.4449
C2 -2.5719 -0.4981 1.2731
C3 -3.2387 -1.8707 0.8370
C4 -2.9824 -3.0670 1.7788
C5 -1.5408 -3.3410 1.9732
C6 -0.7241 -3.8485 0.7504
H1 -2.7353 0.5170 -0.6075
H2 -2.5234 1.7094 0.5308
H3 -4.2766 0.8781 0.4878
H4 -2.6661 -0.1598 2.2689
H5 -1.5392 -0.7093 1.0265
H6 -2.6735 -2.1604 -0.1648
H7 -4.2907 -1.6212 0.5542
H8 -3.6138 -3.8949 1.0658
H9 -3.4803 -2.8437 2.6366
H10 -1.3735 -3.9573 2.8572
H11 -1.0556 -2.2409 2.1365
H12 -0.7759 -3.2143 -0.0322
H13 -1.2808 -4.6872 0.3368
H14 0.3512 -4.2373 0.8885
C7 -0.8506 4.3087 1.1568
C8 -1.0063 3.9448 -0.4367
O1 -0.3834 2.6315 -0.6980
H15 0.2138 4.1719 1.4539
H16 -1.3934 3.5882 1.6328
H17 -1.2211 5.3643 1.3331
H18 -0.5206 4.5674 -0.9701
H19 -2.0079 4.2646 -0.7827
H20 0.0986 2.5501 -1.6861
C9 2.5739 -2.7847 2.9528
C10 3.0378 -1.8809 1.9881
O2 4.2434 -1.2829 2.2684
H21 3.3966 -3.2789 3.2654
H22 1.7782 -3.4014 2.6581
H23 2.3067 -2.2822 3.9182
H24 2.2093 -1.3278 1.5937
H25 3.2060 -2.4759 1.0641
H26 4.6089 -0.8219 1.4941
C11 1.2070 -1.6145 -2.0028
C12 0.4713 -0.3793 -1.5397
O3 1.1545 0.2130 -0.4687
H27 2.2284 -1.3373 -2.2855
H28 0.8684 -1.8046 -2.9767
H29 0.9206 -2.5087 -1.5369
H30 -0.8151 -0.5493 -1.5338
H31 0.8480 0.3791 -2.2128
H32 0.7767 1.0939 -0.4759
C13 2.6893 2.5843 -3.1939
C14 1.8402 3.7890 -2.9627
O4 0.5133 3.2940 -3.2436
H33 3.6839 2.6307 -2.9108
H34 2.8888 2.3278 -4.2171
H35 2.4023 1.7840 -2.4412
H36 2.0024 4.5756 -3.8809
H37 1.8920 4.0715 -2.0346
H38 0.1531 4.1323 -3.3308

Atomic forces in eV per Å
-2.5392 0.4981 -1.7109
-0.0950 -0.2640 -1.7993
1.3681 1.5090 -1.7673
-2.0195 -1.2287 -5.8127
3.1094 2.5323 -0.0093
-0.0452 -3.2673 2.2980
-0.7109 -0.1432 0.1455
-0.3840 -0.9673 0.9634
3.4978 -0.4446 -0.1126
-0.1167 -0.5608 1.5870
0.5874 0.6735 0.3822
-1.3797 0.7851 1.6338
0.5556 -0.8469 0.4577
1.7846 1.3312 2.5930
-1.4222 -0.0212 2.7401
0.1471 0.0893 -0.0652
-0.9519 -2.6217 0.4700
0.3102 2.6529 -2.3468
0.0105 -0.6390 0.0745
-1.6709 0.9596 0.2403
1.5731 1.5534 -3.6815
-1.3545 -3.2109 4.5881
0.2299 0.2019 -2.4035
-0.7145 0.3725 -0.2775
-1.6828 -1.6069 1.6804
0.4190 -1.3333 -0.0695
4.2425 4.6875 -3.3703
-0.4737 -1.7891 0.2878
-2.4167 1.2553 3.1022
-1.4562 0.9852 4.2128
-0.3346 -0.0934 -5.5014
1.2114 1.4643 0.8265
2.5333 -2.6635 0.9182
-0.9419 -0.8183 -0.5304
-0.3633 -0.0353 -0.7185
-0.2851 1.8350 0.2518
0.1034 -0.3068 0.0837
-0.5235 -0.3475 0.4451
-0.3358 1.4692 -0.8384
-1.0522 -0.1840 -1.3615
-0.6131 -0.6173 2.1666
0.3050 -0.6127 1.2369
-1.0741 -0.1883 -1.7680
0.6693 -1.2431 1.4133
3.7538 0.7343 0.4280
-1.7316 -0.0464 -1.9913
-0.0122 0.5580 0.9557
0.0554 -1.1644 1.2941
0.4932 -1.6953 -8.3072
1.0100 -1.3078 0.5757
2.2846 1.2265 1.1061
-1.1993 -0.6770 -0.6176
-0.3383 0.3777 -1.5200
0.1891 -1.2768 2.8304
0.4335 2.4319 5.0723
-2.6383 2.0391 -0.4804

Properties
Maximum force = 8.493 eV/Å
HOMO level = -9.3 eV
SMILES = CCCCCC.CCO.CCO.CCO.CCO
Molar mass = 270.45 g mol⁻¹